Record 1
Density functional theory data (wB97M-V/def2-TZVPD) for C14H37Cl2FIN2O7PSi2 as an isolated structure in a non-equilibrium geometry.

Output
Strongest force on any atom ... 1.3 eV/Å
Highest occupied orbital energy ... -8.45 eV
Gap between HOMO and LUMO ... 0.3217 hartree

Positions of all 67 atoms, in Å:
C 1.57477 -0.83486 1.85354
C 0.96662 -0.54300 0.49390
F 1.15163 -1.65852 -0.34382
Si -0.88768 -0.15834 0.55102
Cl -1.86332 -1.32819 -0.85343
I -1.17185 2.19682 -0.11998
O -1.53995 -0.40368 2.03769
Si -3.21693 -0.39167 2.12792
Cl -3.71053 0.33964 3.99108
P -4.05681 -2.50316 2.08337
O -4.81579 -2.59263 0.64205
O -2.65957 -3.35882 1.85731
H 0.84358 -0.85478 2.64362
H 2.03663 -1.80621 1.79213
H 2.35912 -0.14491 2.10622
H 1.46898 0.29646 0.03403
H -3.80152 0.50428 1.11720
H -4.23988 -3.02000 -0.01174
H -2.47120 -3.73475 2.73280
C -4.49979 9.06500 -3.25451
O -5.43953 8.15266 -2.72524
C -6.16543 7.41188 -3.69576
C -5.73443 5.96255 -3.73642
N -4.39442 5.81608 -4.28668
C -3.79592 4.49549 -4.11154
C -3.61289 3.94647 -2.70190
O -2.63103 4.60749 -1.92957
C -3.04509 5.81560 -1.31962
H -4.19237 9.72239 -2.44358
H -3.60713 8.56208 -3.64337
H -4.93978 9.67211 -4.05037
H -6.08560 7.87388 -4.68357
H -7.21648 7.44458 -3.39620
H -6.43656 5.40398 -4.36251
H -5.81217 5.57228 -2.71285
H -3.78762 6.50391 -3.86265
H -2.80829 4.53235 -4.57605
H -4.38653 3.77457 -4.68566
H -3.25475 2.91906 -2.80510
H -4.55718 3.88618 -2.14653
H -4.09227 5.77788 -1.01073
H -2.88422 6.67403 -1.97781
H -2.42678 5.96342 -0.43421
C 8.23523 -5.46053 1.80685
O 7.24003 -6.18228 1.11076
C 6.62011 -7.21864 1.85829
C 5.19879 -6.86650 2.23749
N 5.15601 -5.80422 3.23253
C 3.83765 -5.21699 3.45225
C 3.11007 -4.57166 2.27875
O 3.68355 -3.36622 1.81351
C 4.78902 -3.51322 0.94179
H 8.78473 -4.87407 1.07315
H 7.80837 -4.77137 2.54435
H 8.93363 -6.13290 2.31244
H 7.21135 -7.47400 2.74190
H 6.58971 -8.09953 1.21135
H 4.71361 -7.75636 2.64944
H 4.67406 -6.59498 1.31177
H 5.79429 -5.07043 2.95806
H 3.95755 -4.45072 4.22119
H 3.18701 -5.98858 3.87619
H 2.11314 -4.29913 2.63530
H 2.95591 -5.26628 1.44424
H 4.68514 -4.38870 0.29726
H 5.73116 -3.56915 1.49420
H 4.82981 -2.62312 0.31450

Here are the Mulliken charges for atoms 1 to 2, given in e:
1. C -0.955
2. C 0.385


Record 2
Density functional theory data (wB97M-V/def2-TZVPD) for a 11-piece molecular cluster, H22O11 overall in a non-equilibrium geometry.

Output
Strongest force on any atom ... 1.1 eV/Å
Highest occupied orbital energy ... -10.24 eV
Gap between HOMO and LUMO ... 0.3771 hartree
Relative energy (zero: lowest compared OMol25 entry of this formula, charge and spin) ... 0.884 eV
SMILES ... O.O.O.O.O.O.O.O.O.O.O

Positions of all 33 atoms, in Å:
O 13.55917 5.19403 -6.02354
H 12.81084 5.29178 -5.43476
H 13.21743 5.42710 -6.88675
O 17.24784 1.60059 -9.35191
H 17.12388 0.81019 -9.87741
H 16.36026 1.90887 -9.16912
O 13.02371 4.24898 -10.88691
H 13.92858 4.55501 -10.82537
H 12.62903 4.80110 -11.56192
O 15.24902 3.37145 -8.05236
H 15.48914 3.13536 -7.15635
H 14.35359 3.70226 -7.98162
O 15.97482 5.04771 -10.47925
H 15.90852 4.51073 -9.68964
H 16.64416 4.61426 -11.00873
O 15.77763 5.60435 -4.61227
H 16.21567 4.88045 -5.05986
H 14.87964 5.58277 -4.94298
O 18.49870 4.21405 -7.41952
H 18.33739 3.27067 -7.40439
H 18.80235 4.41983 -6.53540
O 16.22901 2.66829 -5.35342
H 15.27541 2.61324 -5.29149
H 16.53891 2.46635 -4.47058
O 12.10525 5.32758 -8.42092
H 12.15936 4.90149 -9.27635
H 11.19021 5.59807 -8.34498
O 13.63443 1.32499 -5.66920
H 13.39894 1.08636 -6.56576
H 13.85330 0.49322 -5.24909
O 18.37477 1.38265 -6.88019
H 17.68030 1.86215 -6.42850
H 18.12631 1.41404 -7.80406

Here are the Mulliken charges for atoms 1 to 2, given in e:
1. O -0.652
2. H 0.268


Record 3
Density functional theory data (wB97M-V/def2-TZVPD) for one molecule with the formula C9H11BrO in a non-equilibrium geometry.

Output
Strongest force on any atom ... 4.8 eV/Å
Highest occupied orbital energy ... -8.62 eV
Gap between HOMO and LUMO ... 0.3455 hartree
Relative energy (zero: lowest compared OMol25 entry of this formula, charge and spin) ... 3.701 eV
SMILES ... C=C[C@@H](O)[C@]12[C@@H]3CC[C@H]1[C@@]32Br

Positions of all 22 atoms, in Å:
C -0.73401 2.11709 -0.74079
C 0.44992 2.07872 -0.14377
C 1.55398 1.19773 -0.73550
O 2.90214 1.56758 -0.72048
C 1.18464 -0.46624 -0.02708
C 0.57687 -1.65521 -0.82734
C -0.94085 -1.63854 -0.29172
C -0.80643 -1.25938 1.16145
C 0.68248 -0.90584 1.27354
C 1.48148 -1.83975 0.33636
Br 2.99152 -2.81501 0.65827
H -1.40267 2.71852 -0.29470
H -0.89195 1.53908 -1.53709
H 0.66230 2.74650 0.70212
H 1.33448 0.84863 -1.81062
H 3.23343 1.57501 0.13684
H 0.71960 -2.00299 -1.88780
H -1.31066 -2.69221 -0.40489
H -1.48349 -0.89491 -0.81291
H -1.31767 -0.25688 1.41269
H -1.10011 -2.02654 1.83518
H 0.95268 -0.42340 2.24955

Here are the Mulliken charges for atoms 1 to 2, given in e:
1. C -1.016
2. C -0.162


Record 4
Density functional theory data (wB97M-V/def2-TZVPD) for C29H41MoN5O2PS as an isolated structure in a non-equilibrium geometry.

Output
Strongest force on any atom ... 2.6 eV/Å
Expectation value of S² ... 2.03
Highest occupied orbital energy (spin up / spin down) ... -16.45 / -16.67 eV
Charge ... +3
Gap between HOMO and LUMO (spin up / spin down) ... 0.2329 / 0.2319 hartree
Relative energy (zero: lowest compared OMol25 entry of this formula, charge and spin) ... 0.676 eV
2S+1 ... 3

Positions of all 80 atoms, in Å:
Mo -0.00788 -0.33539 -0.19616
N -3.05708 1.43311 -2.72366
C -2.17898 1.16981 -1.75256
S -0.48628 0.94021 -2.24576
N -2.50418 1.03751 -0.51866
N -1.44678 0.91961 0.34504
C -1.22388 1.98101 1.12814
C -2.12538 3.10671 1.22414
C -3.51968 2.91031 1.22634
C -4.37368 3.99041 1.18924
C -3.86768 5.28521 1.14194
C -2.49268 5.49441 1.16654
C -1.62318 4.42591 1.21794
C 0.11472 1.96021 1.65984
C 0.56062 2.79601 2.68684
C 1.88982 2.76681 3.05644
C 2.73532 1.87381 2.39914
C 2.21882 1.03121 1.43734
N 0.92962 1.05161 1.04114
H -2.70298 1.69821 -3.63176
H -3.97848 1.76241 -2.47266
H -3.91668 1.90931 1.29574
H -5.43938 3.83201 1.20904
H -4.54168 6.12581 1.08934
H -2.10618 6.50081 1.12974
H -0.55798 4.60581 1.18034
H -0.14128 3.44821 3.18334
H 2.26142 3.42081 3.82854
H 3.78422 1.82861 2.64184
H 2.85902 0.31201 0.93854
C -0.24848 -0.27179 4.18284
C 0.50212 -0.97789 3.10644
C 1.87672 -1.14349 3.19404
C 2.58642 -1.93969 2.29114
C 4.05252 -2.15589 2.44274
C 1.87022 -2.63899 1.32014
C 0.47282 -2.56669 1.25384
C -0.28348 -3.72969 0.68544
C -0.20458 -1.61569 2.06214
H -1.22778 0.05231 3.83984
H 0.30172 0.57541 4.57834
H -0.39568 -0.97119 5.00934
H 2.40192 -0.71719 4.03434
H 4.56072 -2.17599 1.48014
H 4.22172 -3.12419 2.91674
H 4.50672 -1.40479 3.08134
H 2.38862 -3.38189 0.72484
H -1.35668 -3.55149 0.69774
H -0.08248 -4.58579 1.33184
H 0.05182 -3.99529 -0.31556
H -1.28898 -1.69909 2.16404
C -1.38138 -2.26029 -3.65636
P -2.24628 -2.37879 -2.06046
C -2.51478 -4.14429 -1.74616
C -3.89818 -1.62379 -2.12416
O -1.36158 -1.70249 -0.98986
H -2.07008 -2.52899 -4.45336
H -0.54848 -2.96469 -3.66516
H -1.00718 -1.24999 -3.82426
H -3.10618 -4.52629 -2.57546
H -3.07678 -4.30209 -0.82796
H -1.58388 -4.70339 -1.70796
H -4.60648 -2.36499 -2.48926
H -3.91758 -0.76639 -2.79146
H -4.19808 -1.30909 -1.12346
C 3.93502 0.36851 -3.65716
N 3.05942 0.41451 -2.50366
C 2.86482 1.72571 -1.92296
C 2.45952 -0.67049 -2.05076
C 2.66112 -1.97859 -2.74756
O 1.69332 -0.66399 -1.02776
H 4.37222 1.35061 -3.81426
H 3.38242 0.08951 -4.55436
H 4.74492 -0.34599 -3.52166
H 3.77922 2.06051 -1.42696
H 2.04512 1.72461 -1.19856
H 2.61872 2.43281 -2.71626
H 3.70352 -2.29549 -2.74526
H 2.36062 -1.90879 -3.79206
H 2.06962 -2.74169 -2.24226

Here are the Mulliken charges for atoms 1 to 2, given in e:
1. Mo -0.266
2. N -0.327


Record 5
Density functional theory data (wB97M-V/def2-TZVPD) for C20H24Br2FeN2O3Si as an isolated structure.

Output
Strongest force on any atom ... 0.4 eV/Å
Expectation value of S² ... 6.01
Highest occupied orbital energy (spin up / spin down) ... -7.49 / -7.54 eV
Gap between HOMO and LUMO (spin up / spin down) ... 0.2767 / 0.2749 hartree
2S+1 ... 5

Positions of all 53 atoms, in Å:
Fe 0.17396 -0.13656 0.23391
O -0.49277 1.93344 -0.37810
C -1.24365 2.65158 0.61141
C -2.71741 2.44982 0.28952
C -3.03520 1.03606 -0.20908
C -2.94722 -0.04917 0.82489
C -4.01129 -0.25024 1.69883
C -3.98277 -1.30091 2.59445
C -2.88766 -2.14902 2.58154
C -1.85921 -1.87615 1.70353
N -1.86117 -0.84039 0.85369
H 0.40346 2.27563 -0.48152
H -0.98523 3.71078 0.57691
H -0.99057 2.26305 1.60014
H -3.03427 3.15398 -0.48166
H -3.29935 2.67266 1.18799
H -2.36961 0.78595 -1.03403
H -4.05023 1.03193 -0.61107
H -4.86039 0.41892 1.65054
H -4.80520 -1.46486 3.27828
H -2.81719 -3.00173 3.24133
H -0.97927 -2.50310 1.68158
Br 0.86546 1.79524 4.89694
C 1.44137 0.12393 4.23378
C 2.17273 -0.72499 5.07722
C 2.61658 -1.93978 4.64058
Br 3.60755 -3.04328 5.82086
C 2.33588 -2.37158 3.32141
C 2.74588 -3.60365 2.76520
C 2.41209 -3.91506 1.47739
C 1.65133 -2.99976 0.73020
N 1.25551 -1.84844 1.21601
C 1.59012 -1.50948 2.48840
C 1.13093 -0.20979 2.92318
O 0.48514 0.55266 2.10922
H 2.38674 -0.39954 6.08589
H 3.32394 -4.28835 3.37071
H 2.71934 -4.84835 1.02695
H 1.37128 -3.21622 -0.29471
C 3.41789 1.18390 -2.86195
Si 2.93644 -0.18220 -1.66446
C 4.14222 -0.16957 -0.22167
C 3.11574 -1.83205 -2.55604
O 1.42101 0.05979 -1.15749
H 4.39076 0.99410 -3.32235
H 3.47672 2.14907 -2.35256
H 2.67925 1.27359 -3.66159
H 5.16658 -0.35375 -0.55720
H 3.89272 -0.94190 0.51101
H 4.12780 0.79290 0.29566
H 3.99125 -1.82726 -3.21028
H 2.23956 -2.03979 -3.17453
H 3.24029 -2.66238 -1.85617

Here are the Mulliken charges for atoms 1 to 2, given in e:
1. Fe 0.619
2. O -0.428


Q: Look up the strongest force on any atom of the third one.
A: 4.8 eV/Å


What did the first record say?
Density functional theory data (wB97M-V/def2-TZVPD) for C14H37Cl2FIN2O7PSi2 as an isolated structure in a non-equilibrium geometry.

Output
Strongest force on any atom ... 1.3 eV/Å
Highest occupied orbital energy ... -8.45 eV
Gap between HOMO and LUMO ... 0.3217 hartree

Positions of all 67 atoms, in Å:
C 1.57477 -0.83486 1.85354
C 0.96662 -0.54300 0.49390
F 1.15163 -1.65852 -0.34382
Si -0.88768 -0.15834 0.55102
Cl -1.86332 -1.32819 -0.85343
I -1.17185 2.19682 -0.11998
O -1.53995 -0.40368 2.03769
Si -3.21693 -0.39167 2.12792
Cl -3.71053 0.33964 3.99108
P -4.05681 -2.50316 2.08337
O -4.81579 -2.59263 0.64205
O -2.65957 -3.35882 1.85731
H 0.84358 -0.85478 2.64362
H 2.03663 -1.80621 1.79213
H 2.35912 -0.14491 2.10622
H 1.46898 0.29646 0.03403
H -3.80152 0.50428 1.11720
H -4.23988 -3.02000 -0.01174
H -2.47120 -3.73475 2.73280
C -4.49979 9.06500 -3.25451
O -5.43953 8.15266 -2.72524
C -6.16543 7.41188 -3.69576
C -5.73443 5.96255 -3.73642
N -4.39442 5.81608 -4.28668
C -3.79592 4.49549 -4.11154
C -3.61289 3.94647 -2.70190
O -2.63103 4.60749 -1.92957
C -3.04509 5.81560 -1.31962
H -4.19237 9.72239 -2.44358
H -3.60713 8.56208 -3.64337
H -4.93978 9.67211 -4.05037
H -6.08560 7.87388 -4.68357
H -7.21648 7.44458 -3.39620
H -6.43656 5.40398 -4.36251
H -5.81217 5.57228 -2.71285
H -3.78762 6.50391 -3.86265
H -2.80829 4.53235 -4.57605
H -4.38653 3.77457 -4.68566
H -3.25475 2.91906 -2.80510
H -4.55718 3.88618 -2.14653
H -4.09227 5.77788 -1.01073
H -2.88422 6.67403 -1.97781
H -2.42678 5.96342 -0.43421
C 8.23523 -5.46053 1.80685
O 7.24003 -6.18228 1.11076
C 6.62011 -7.21864 1.85829
C 5.19879 -6.86650 2.23749
N 5.15601 -5.80422 3.23253
C 3.83765 -5.21699 3.45225
C 3.11007 -4.57166 2.27875
O 3.68355 -3.36622 1.81351
C 4.78902 -3.51322 0.94179
H 8.78473 -4.87407 1.07315
H 7.80837 -4.77137 2.54435
H 8.93363 -6.13290 2.31244
H 7.21135 -7.47400 2.74190
H 6.58971 -8.09953 1.21135
H 4.71361 -7.75636 2.64944
H 4.67406 -6.59498 1.31177
H 5.79429 -5.07043 2.95806
H 3.95755 -4.45072 4.22119
H 3.18701 -5.98858 3.87619
H 2.11314 -4.29913 2.63530
H 2.95591 -5.26628 1.44424
H 4.68514 -4.38870 0.29726
H 5.73116 -3.56915 1.49420
H 4.82981 -2.62312 0.31450

Here are the Mulliken charges for atoms 1 to 2, given in e:
1. C -0.955
2. C 0.385